# 1
The following is a DFT calculation (ωB97M-V/def2-TZVPD) of C3H3ClS2 in the gas phase.

Cartesian coordinates (Å):
C -0.862 0.571 -0.017
C -0.185 1.657 0.129
C -0.218 -0.785 -0.491
S 1.974 -0.682 1.680
S 0.538 -1.729 0.866
Cl 1.113 2.555 -0.195
H -1.829 0.262 0.314
H -0.885 -1.382 -1.005
H 0.353 -0.466 -1.281

Cartesian forces, eV/Å:
C 0.86 -2.92 -0.09
C -1.69 0.51 0.40
C 0.17 2.27 1.85
S -0.32 -0.03 -0.30
S 0.09 0.03 -0.34
Cl 1.04 0.26 -0.28
H -0.88 1.20 0.56
H -1.97 -1.61 -0.32
H 2.71 0.29 -1.49

Results
* lowest unoccupied orbital energy (alpha / beta): -0.0114 / -0.0616 Eh
* frontier orbital gap (alpha / beta): 8.4 / 6.6 eV
* energy: -37348.543 eV
* energy above the lowest of the compared OMol25 structures with the same formula, charge and spin: 3.184 eV

Mulliken atomic charges, in units of e: C -0.1864; C 0.0000; C -0.7417; S -0.1579; S 0.0524; Cl -0.0876; H 0.3125; H 0.4132; H 0.3954

---

# 2
The following is a DFT calculation (ωB97M-V/def2-TZVPD) of a molecular structure, C49H38BrHfI2N4O5P2Te.

Cartesian coordinates (Å):
Hf 1.519 -0.709 0.003
O 0.203 -5.881 -1.326
C 0.841 -6.002 -0.147
C 0.821 -7.253 0.465
C 1.482 -7.458 1.658
C 2.179 -6.420 2.278
C 2.177 -5.173 1.696
C 1.505 -4.936 0.490
C 1.497 -3.582 -0.056
O 1.831 -2.557 0.726
N 1.162 -3.401 -1.305
N 1.271 -2.051 -1.684
C 1.009 -1.760 -2.914
C 1.128 -0.426 -3.468
C 0.789 -0.256 -4.819
C 0.906 0.966 -5.441
C 1.390 2.050 -4.705
C 1.741 1.904 -3.375
C 1.597 0.682 -2.730
O 1.900 0.597 -1.428
H 0.398 -4.989 -1.679
H 0.287 -8.052 -0.034
H 1.465 -8.442 2.112
H 2.706 -6.589 3.207
H 2.705 -4.351 2.162
H 0.725 -2.575 -3.576
H 0.421 -1.115 -5.374
H 0.629 1.086 -6.480
H 1.496 3.020 -5.180
H 2.123 2.740 -2.800
Te -3.621 1.287 0.951
C -4.046 2.660 -0.595
C -5.201 2.543 -1.350
C -5.414 3.449 -2.385
N -4.566 4.432 -2.696
C -3.461 4.539 -1.947
C -3.159 3.685 -0.897
C -1.554 1.241 0.523
P -1.065 -0.212 -0.422
C -1.752 -1.750 0.278
C -2.100 -1.835 1.626
C -2.546 -3.033 2.165
C -2.641 -4.163 1.362
C -2.288 -4.094 0.021
C -1.837 -2.896 -0.517
C -1.983 0.115 -1.973
C -1.650 1.280 -2.665
C -2.411 1.707 -3.741
C -3.530 0.978 -4.130
C -3.884 -0.166 -3.430
C -3.117 -0.597 -2.351
P -0.488 1.561 1.795
C -1.196 2.384 3.198
C -1.494 3.742 3.071
C -2.086 4.411 4.131
C -2.376 3.726 5.308
C -2.090 2.374 5.424
C -1.502 1.696 4.367
C 0.905 2.603 1.341
C 1.953 2.820 2.245
C 2.965 3.702 1.921
C 2.926 4.397 0.710
C 1.881 4.200 -0.176
C 0.869 3.293 0.137
H -5.928 1.762 -1.154
H -6.306 3.373 -3.000
H -2.789 5.354 -2.204
H -2.244 3.814 -0.330
H -2.021 -0.963 2.262
H -2.812 -3.084 3.214
H -2.989 -5.099 1.783
H -2.362 -4.974 -0.608
H -1.569 -2.849 -1.566
H -0.802 1.871 -2.343
H -2.146 2.619 -4.264
H -4.134 1.312 -4.968
H -4.770 -0.723 -3.711
H -3.422 -1.479 -1.806
H -1.257 4.275 2.156
H -2.317 5.465 4.040
H -2.826 4.257 6.139
H -2.329 1.844 6.337
H -1.275 0.637 4.453
H 1.975 2.286 3.187
H 3.781 3.867 2.615
H 3.714 5.102 0.467
H 1.839 4.761 -1.103
H 0.042 3.128 -0.549
I 1.741 -2.016 4.050
I 2.332 -4.026 5.697
Br 6.384 2.795 0.088
C 5.662 1.115 0.516
C 6.407 0.190 1.228
C 5.822 -1.029 1.532
C 4.541 -1.286 1.100
N 3.829 -0.393 0.389
C 4.385 0.803 0.114
H 7.419 0.421 1.531
H 6.363 -1.777 2.098
H 4.055 -2.225 1.315
H 3.793 1.505 -0.454
O 0.252 0.172 2.336
O 1.621 0.052 1.841

Cartesian forces, eV/Å:
Hf 0.97 0.71 0.02
O 0.05 0.02 0.08
C 0.00 0.05 -0.07
C -0.01 -0.08 0.00
C -0.01 -0.02 0.02
C 0.00 -0.06 0.02
C -0.02 0.06 0.03
C -0.03 0.08 0.14
C 0.04 0.13 -0.24
O -0.12 -1.33 -0.64
N 0.18 0.08 -0.38
N -0.37 -1.06 -0.27
C 0.25 0.21 0.01
C -0.03 -0.34 0.11
C -0.05 -0.10 -0.09
C -0.02 0.14 0.04
C 0.00 -0.06 -0.06
C 0.03 0.26 -0.07
C 0.11 -0.03 0.04
O 0.06 0.07 -0.99
H -0.01 0.02 -0.04
H 0.03 0.02 0.03
H 0.00 0.04 -0.03
H -0.01 0.01 -0.03
H -0.09 -0.01 0.03
H -0.02 0.01 -0.05
H 0.04 0.08 0.05
H 0.03 -0.02 0.08
H 0.01 -0.09 0.04
H -0.02 -0.02 -0.02
Te -0.03 0.25 -0.20
C 0.09 0.02 0.07
C -0.11 0.03 -0.03
C 0.19 0.19 -0.01
N 0.10 -0.20 0.22
C -0.26 -0.07 -0.10
C -0.06 0.11 -0.07
C -0.29 -1.22 0.57
P -1.24 1.00 0.02
C -0.02 -0.03 0.06
C -0.02 -0.07 -0.02
C 0.06 0.00 -0.01
C 0.00 -0.01 0.02
C 0.00 0.00 -0.03
C -0.03 -0.02 0.07
C 0.08 -0.07 -0.02
C -0.01 -0.06 -0.09
C 0.01 -0.05 0.00
C 0.03 0.04 -0.02
C 0.05 -0.05 0.04
C 0.04 -0.04 -0.11
P 0.51 0.48 -0.22
C -0.19 -0.06 0.18
C 0.02 0.01 0.14
C 0.02 -0.04 -0.04
C -0.01 0.06 -0.03
C -0.04 0.01 0.04
C 0.02 -0.09 -0.02
C 0.01 0.13 -0.14
C 0.03 0.03 -0.09
C -0.05 0.05 -0.03
C 0.03 -0.02 0.03
C -0.06 -0.02 -0.01
C 0.07 0.06 -0.07
H 0.07 0.04 -0.07
H 0.05 0.01 0.04
H -0.05 -0.06 0.02
H -0.03 0.01 -0.04
H -0.02 0.00 0.03
H 0.01 0.00 -0.06
H 0.03 0.07 -0.03
H 0.05 0.07 0.04
H 0.02 -0.03 0.00
H 0.01 0.02 -0.01
H -0.02 -0.08 0.05
H 0.06 -0.02 0.09
H 0.06 0.02 0.01
H -0.04 0.03 0.02
H -0.01 -0.02 0.05
H 0.01 -0.07 0.02
H 0.01 -0.05 -0.07
H 0.03 0.02 -0.01
H 0.01 0.07 0.02
H 0.00 0.02 -0.01
H -0.01 0.00 -0.03
H -0.05 -0.05 0.03
H 0.01 -0.05 0.05
H 0.06 0.00 0.07
I 0.11 -0.12 0.23
I -0.05 0.10 -0.04
Br 0.01 0.05 -0.03
C 0.21 0.04 0.07
C -0.01 -0.07 0.05
C 0.36 0.05 0.07
C -0.30 0.10 -0.18
N 0.25 0.23 0.23
C -0.25 -0.38 -0.04
H -0.03 -0.01 0.04
H -0.06 0.05 -0.06
H -0.07 -0.02 0.02
H -0.10 0.02 -0.01
O -0.02 0.19 -0.05
O -0.22 0.70 1.66

Results
* lowest unoccupied orbital energy: -0.1281 Eh
* frontier orbital gap: 6.4 eV
* energy: -181046.726 eV
* total charge: +1
* energy above the lowest of the compared OMol25 structures with the same formula, charge and spin: 0.000 eV

Here are the Mulliken charges for atoms 1 to 99, given in e: Hf 1.4889; O -0.6779; C 0.3472; C -0.7452; C -0.4279; C -1.0138; C -0.3434; C 0.5349; C 0.6932; O -0.2591; N -1.2281; N 0.3771; C -0.2045; C 1.0221; C -0.9159; C -0.9579; C -0.6449; C -0.4877; C 0.4132; O -0.0040; H 0.4503; H 0.4597; H 0.4044; H 0.4539; H 0.3474; H 0.4001; H 0.4436; H 0.4373; H 0.4674; H 0.5196; Te 0.4927; C 0.2228; C -0.3927; C -0.4603; N -0.6027; C -0.5912; C 0.1695; C -0.4142; P 1.9230; C 1.0551; C -0.6815; C -0.8941; C -0.7667; C -0.9224; C -0.4668; C 1.3042; C -0.1355; C -0.9118; C -0.9380; C -0.9441; C -1.0994; P 1.0141; C 0.2711; C -0.4744; C -0.7335; C -0.5276; C -0.8940; C -0.3673; C 0.7794; C -0.6097; C -0.9693; C -0.7153; C -0.7482; C 0.5101; H 0.3909; H 0.4073; H 0.3784; H 0.3211; H -0.1845; H 0.5096; H 0.4302; H 0.4004; H 0.6194; H 0.0415; H 0.5357; H 0.4662; H 0.4225; H 0.5025; H 0.2539; H 0.4352; H 0.4120; H 0.4364; H 0.4796; H 0.3894; H 0.4712; H 0.4884; H 0.5499; H 0.0180; I 0.2618; I -0.1371; Br -0.1409; C -0.7597; C -0.0309; C -0.9765; C -0.1761; N -0.2908; C -0.0424; H 0.4801; H 0.4656

---

# 3
The following is a DFT calculation (ωB97M-V/def2-TZVPD) of a molecular structure, C25H41N2OPdS.

Cartesian coordinates (Å):
Pd 0.280 0.208 0.084
C 2.316 0.946 0.582
C 2.398 0.271 -0.683
C 2.418 -1.128 -0.371
C 2.357 -1.244 1.076
C 2.308 -0.013 1.662
C 2.415 0.258 3.148
C 1.646 -0.809 3.936
C 3.901 0.204 3.539
C 1.855 1.634 3.514
C 2.458 -2.382 -1.258
C 3.641 -2.369 -2.234
C 2.647 -3.631 -0.382
C 1.125 -2.578 -2.010
C 2.658 1.077 -1.968
C 1.897 0.549 -3.192
C 4.170 1.121 -2.248
C 2.190 2.530 -1.789
H 2.371 2.015 0.724
H 2.365 -2.170 1.627
H 2.080 -1.802 3.796
H 0.605 -0.842 3.606
H 1.666 -0.578 5.006
H 4.324 -0.779 3.316
H 4.024 0.406 4.610
H 4.470 0.951 2.979
H 0.835 1.756 3.147
H 2.458 2.441 3.085
H 1.851 1.755 4.602
H 4.581 -2.236 -1.691
H 3.567 -1.582 -2.978
H 3.686 -3.325 -2.768
H 3.548 -3.559 0.234
H 2.746 -4.506 -1.030
H 1.785 -3.794 0.270
H 1.013 -1.879 -2.836
H 0.278 -2.423 -1.339
H 1.073 -3.595 -2.419
H 2.268 -0.408 -3.549
H 1.992 1.262 -4.017
H 0.840 0.442 -2.950
H 4.587 0.127 -2.407
H 4.690 1.568 -1.396
H 4.377 1.728 -3.137
H 1.146 2.574 -1.484
H 2.299 3.059 -2.740
H 2.783 3.066 -1.044
C -2.918 -0.687 -2.047
C -2.589 -0.565 -0.560
C -3.549 -1.418 0.267
O -1.281 -0.969 -0.313
H -3.935 -0.332 -2.259
H -2.832 -1.732 -2.364
H -2.213 -0.086 -2.627
H -2.752 0.478 -0.284
H -3.498 -2.463 -0.059
H -4.583 -1.065 0.167
H -3.260 -1.372 1.320
C -3.948 5.867 2.086
C -3.623 4.681 1.218
C -4.537 4.173 0.304
C -4.094 3.111 -0.464
N -2.889 2.573 -0.342
C -2.077 3.091 0.606
S -0.485 2.450 0.871
N -2.415 4.152 1.374
H -4.910 6.310 1.823
H -3.162 6.616 1.981
H -3.968 5.563 3.135
H -5.530 4.588 0.195
H -4.732 2.673 -1.228

Cartesian forces, eV/Å:
Pd -0.32 0.78 0.55
C -0.89 0.03 0.06
C 1.26 -0.18 -0.01
C -0.95 0.42 -0.66
C -0.03 -0.12 0.23
C 0.72 0.11 0.07
C -0.07 0.02 -0.02
C 0.00 0.03 -0.04
C 0.01 0.01 0.07
C -0.02 0.03 -0.06
C -0.16 0.03 0.06
C 0.05 -0.06 0.04
C -0.02 0.01 0.06
C 0.11 -0.04 -0.01
C -0.09 -0.09 0.01
C 0.08 0.04 0.01
C 0.01 -0.01 -0.01
C 0.11 0.04 0.04
H 0.00 -0.04 -0.05
H -0.10 -0.04 -0.10
H -0.03 0.04 0.01
H 0.01 -0.01 0.03
H 0.03 -0.02 -0.02
H -0.03 0.04 0.02
H 0.01 0.00 -0.06
H -0.02 -0.03 0.04
H 0.01 0.00 0.04
H -0.04 -0.06 0.02
H 0.04 0.03 -0.03
H -0.03 -0.02 -0.04
H 0.02 -0.03 0.02
H 0.00 0.04 0.01
H -0.05 -0.02 -0.02
H -0.01 0.00 0.02
H 0.06 0.01 -0.02
H -0.01 0.00 0.04
H -0.01 -0.02 -0.01
H 0.03 0.05 -0.02
H -0.05 0.03 0.01
H 0.02 -0.02 0.03
H -0.07 0.00 -0.01
H 0.00 0.03 0.00
H -0.02 -0.01 -0.05
H -0.02 -0.03 0.06
H -0.08 0.01 0.02
H 0.03 -0.01 0.04
H -0.04 -0.05 -0.05
C 0.00 0.05 -0.04
C -0.03 -0.08 0.04
C 0.02 -0.07 0.03
O 0.15 -0.11 -0.01
H 0.06 -0.05 -0.02
H 0.00 0.06 -0.01
H -0.04 -0.02 0.02
H 0.12 -0.08 0.03
H -0.02 0.04 0.05
H 0.04 -0.06 0.00
H -0.04 0.00 -0.04
C 0.07 -0.04 0.01
C 0.19 0.01 0.07
C -0.03 -0.01 0.00
C 0.16 -0.10 -0.02
N 0.07 0.32 0.08
C -0.34 -0.02 -0.22
S 0.17 -0.65 -0.17
N -0.03 -0.11 -0.05
H 0.03 -0.03 0.02
H -0.05 -0.02 0.02
H -0.01 0.02 -0.05
H 0.03 0.00 -0.03
H 0.00 -0.01 0.02

Results
* lowest unoccupied orbital energy: 0.1047 Eh
* frontier orbital gap: 6.6 eV
* energy: -45934.623 eV
* total charge: -1
* energy above the lowest of the compared OMol25 structures with the same formula, charge and spin: 0.399 eV

Mulliken atomic charges, in units of e: Pd 1.0970; C -1.6175; C -0.4503; C 0.4541; C -0.4448; C 1.4803; C 1.9104; C -1.7390; C -1.7592; C -1.6661; C 2.1943; C -1.9033; C -2.2765; C -1.5881; C 2.0132; C -1.5650; C -1.7607; C -1.9242; H 0.4383; H 0.4344; H 0.3205; H 0.3363; H 0.4560; H 0.3190; H 0.4329; H 0.3670; H 0.1934; H 0.2847; H 0.4470; H 0.3339; H 0.2652; H 0.4682; H 0.4152; H 0.4835; H 0.3842; H 0.1841; H 0.1420; H 0.4669; H 0.2271; H 0.5379; H 0.0497; H 0.1931; H 0.3270; H 0.4687; H 0.2040; H 0.4841; H 0.3048; C -1.5019; C 1.7969; C -1.5708; O -0.8198; H 0.3946; H 0.3712; H 0.2263; H -0.6965; H 0.3411; H 0.4033; H 0.3261; C -1.1700; C 0.9216; C -0.8091; C -0.1528; N -0.3614; C 0.2598; S -0.4800; N -0.5076; H 0.3295; H 0.2960; H 0.2603; H 0.3230; H 0.3964